DFT (ωB97M-V/def2-TZVPD) results for a molecular structure, C53H37Cl4FN5Rh at a distorted geometry.

The energy above the lowest of the compared OMol25 structures with the same formula, charge and spin comes out at 0.5860 eV. The calculation puts the LUMO energy (spin up / spin down) at -1.0 / -1.0 eV. The total energy comes out at -4366.86129 a.u. As for the HOMO-LUMO gap (spin up / spin down): 5.69 / 5.69 eV.

Geometry as ORCA input:
```
! wB97M-V def2-TZVPD RIJCOSX def2/J DEFGRID3
* xyz 0 1
Rh -0.148 -0.289 0.199
Cl -8.339 3.154 -1.696
Cl 5.992 0.158 7.211
Cl 2.881 8.494 -1.220
Cl -5.335 -7.002 4.141
F -1.083 0.759 1.578
N 0.290 -1.628 1.660
N -1.885 -1.261 -0.208
N 1.594 0.707 0.599
N -0.706 1.250 -1.060
N 2.081 0.893 -3.891
C 0.789 -1.565 -1.196
C 3.794 0.661 5.724
C 2.073 -3.501 -2.841
C 1.453 -1.214 -2.395
C 1.232 2.758 -0.742
C 1.066 -2.432 3.648
C 2.537 0.359 1.531
C -6.090 2.240 -0.513
C -0.839 3.310 -2.030
C 1.525 0.547 -5.206
C -0.047 2.444 -1.240
C 2.443 6.823 -1.076
C -2.921 -0.801 -0.973
C 4.911 -0.143 5.888
C 5.181 -1.172 5.001
C -1.942 1.400 -1.632
C -3.992 -1.735 -0.954
C 2.469 4.596 -1.951
C 2.847 5.924 -2.049
C -3.613 -2.756 -0.122
C 2.981 0.466 4.625
C -6.360 1.717 -2.849
C -5.125 1.086 -2.856
C 1.320 5.073 0.096
C -2.547 -4.065 2.183
C -1.734 -3.039 1.490
C -0.086 -3.109 3.356
C -2.434 -5.422 1.910
C 4.351 -1.368 3.908
C -2.026 2.660 -2.266
C 1.289 -1.517 2.582
C -4.319 -4.533 3.749
C -4.362 1.044 -1.700
C 1.374 0.256 -2.736
C -2.330 -2.419 0.381
C 2.372 -0.633 2.517
C -3.003 0.473 -1.558
C 2.076 -2.162 -3.193
C 1.690 6.400 0.007
C -0.562 -2.595 2.122
C 3.617 1.272 1.494
C 1.410 -3.886 -1.697
C 2.009 1.909 0.070
C 3.261 -0.534 3.695
C -4.865 1.608 -0.527
C -3.273 -6.332 2.531
C 3.288 2.245 0.578
C 1.693 4.158 -0.886
C -4.228 -5.878 3.427
C -3.479 -3.632 3.124
C 0.782 -2.934 -0.910
C -6.825 2.307 -1.686
C 3.545 0.764 -3.848
H 2.790 3.897 -2.715
H -6.466 2.688 0.393
H 2.112 1.090 4.478
H 3.839 -0.265 -4.032
H 0.447 0.695 -5.198
H 4.505 1.211 2.092
H -6.957 1.761 -3.746
H 1.698 -2.535 4.507
H -2.870 3.016 -2.821
H 1.879 1.890 -3.753
H 1.723 0.795 -1.852
H -5.051 -4.193 4.464
H 1.969 1.187 -5.968
H 1.396 7.102 0.770
H 6.042 -1.804 5.159
H 2.575 -4.224 -3.465
H -0.543 4.285 -2.364
H 1.380 -4.929 -1.416
H 3.450 6.265 -2.874
H -4.176 -3.630 0.144
H -4.271 1.552 0.373
H 2.583 -1.895 -4.111
H 3.991 1.407 -4.605
H 3.573 1.438 6.442
H 0.315 0.492 -2.868
H -1.694 -5.771 1.204
H -3.544 -2.578 3.354
H -4.917 -1.626 -1.490
H 1.727 -0.494 -5.442
H 3.909 1.056 -2.865
H 0.733 4.730 0.933
H -4.759 0.634 -3.766
H 0.260 -3.299 -0.042
H 3.846 3.122 0.310
H 4.563 -2.168 3.214
H -3.201 -7.385 2.308
H -0.574 -3.872 3.930
*
```

Here are the Mulliken charges for atoms 1 to 99, given in e: -0.045 -0.222 -0.223 -0.217 -0.221 -0.762 0.610 0.868 0.901 0.727 0.430 0.697 -0.969 -1.225 1.672 1.097 -1.796 -0.385 -0.897 -1.523 -0.748 0.144 0.384 -0.175 0.396 -0.926 0.077 -1.554 0.339 -1.117 -1.395 0.271 -0.860 0.183 0.214 -0.788 0.910 -1.790 0.059 0.159 -1.628 0.064 -0.938 -1.117 0.014 0.412 1.137 1.184 -0.918 -1.008 0.465 -1.521 -1.303 -0.213 -0.668 -0.021 -0.925 -1.565 -0.346 0.391 0.314 0.055 0.327 -0.762 0.373 0.435 0.571 0.390 0.271 0.633 0.430 0.551 0.648 0.283 -0.260 0.409 0.427 0.439 0.411 0.400 0.673 0.476 0.417 0.589 0.602 0.139 0.411 0.421 0.313 0.520 0.561 0.642 0.341 0.238 0.589 0.470 0.265 0.698 0.501

DFT (ωB97M-V/def2-TZVPD) results for a molecular structure, C27H35GeIrN3O7 at a distorted geometry.

Its expectation value of S² is 8.8328. The energy above the lowest of the compared OMol25 structures with the same formula, charge and spin comes out at 1.4206 eV. The calculation puts the LUMO energy (spin up / spin down) at 4.3 / 4.3 eV. The total energy comes out at -3921.83864 a.u. As for the HOMO-LUMO gap (spin up / spin down): 4.52 / 5.82 eV.

Geometry as ORCA input:
```
! wB97M-V def2-TZVPD RIJCOSX def2/J DEFGRID3
* xyz -2 6
Ir -1.318 0.895 0.237
Ge 2.766 1.388 -3.292
O -1.261 -0.803 2.129
O -1.838 2.752 1.127
O -1.152 2.273 -1.917
O 2.562 2.691 0.413
O 0.743 1.442 0.661
O -1.911 -0.521 -1.013
O -1.194 4.805 1.671
N -3.021 -1.156 -0.462
N -1.160 -3.724 -1.053
N -3.635 -3.338 1.956
C 1.757 -1.808 1.878
C -1.565 3.614 -1.646
C 0.977 1.271 -2.478
C 0.245 2.552 -2.170
C -2.751 -2.318 -0.024
C -3.912 -2.756 4.833
C 0.116 3.575 -3.316
C 1.385 2.436 0.163
C 2.713 0.711 -5.135
C -1.416 -2.950 -0.111
C -1.233 3.857 0.890
C -2.824 -1.991 4.080
C -2.127 -2.830 3.006
C -1.478 -4.015 3.440
C -0.510 -4.681 2.654
C -0.629 4.071 -0.512
C -1.182 4.325 -2.946
C -0.418 -2.785 1.067
C -1.259 -2.039 2.124
C -0.002 -4.162 1.516
C 0.804 -1.919 0.690
C 3.993 0.282 -2.249
C 0.685 3.319 -0.895
C 3.546 3.190 -3.333
C -1.824 -1.413 5.077
C 1.544 -2.389 -0.556
C -3.757 -3.052 0.789
H 2.146 1.386 -5.778
H 5.022 0.436 -2.579
H -2.347 -0.819 5.833
H 3.754 -0.776 -2.349
H 2.316 -2.735 2.029
H 0.921 -2.312 -1.446
H 2.458 -0.990 1.704
H 2.427 -1.758 -0.691
H 0.010 3.046 -4.267
H 2.231 -0.266 -5.167
H -3.479 -3.508 5.500
H 3.918 0.553 -1.195
H -1.093 -0.770 4.591
H 0.690 -4.705 0.889
H -1.293 -2.218 5.592
H 1.121 0.704 -1.556
H 0.979 4.232 -3.382
H 1.218 -1.585 2.799
H 3.026 3.853 -4.021
H 0.444 -0.907 0.486
H -1.953 4.190 -3.706
H 3.719 0.612 -5.544
H -4.593 -3.256 4.150
H -1.841 -4.498 4.340
H -4.479 -2.063 5.459
H 1.893 -3.421 -0.472
H -0.454 5.147 -0.571
H 1.442 4.053 -1.178
H 3.542 3.636 -2.339
H -2.623 3.609 -1.390
H -1.031 5.395 -2.797
H 0.333 0.654 -3.109
H 4.584 3.100 -3.662
H -0.170 -5.662 2.978
H -3.296 -1.156 3.555
*
```

Atomic charges from the Mulliken analysis, expressed in e, are listed below: 1.828 0.663 -0.884 -0.713 -0.623 -0.809 -0.736 -0.587 -0.772 -0.867 -1.043 -0.240 -1.783 0.161 -0.563 0.838 0.527 -1.733 -0.663 -0.523 -1.379 0.738 0.269 0.100 2.232 -0.980 -0.750 -0.303 -1.130 3.571 -1.074 -1.295 1.571 -1.334 0.481 -1.349 -1.390 -1.587 -0.928 0.397 0.475 0.449 0.339 0.368 0.503 0.417 0.266 0.389 0.407 0.270 0.367 0.272 0.292 0.286 -0.674 0.165 0.337 0.358 -1.088 0.297 0.386 0.413 0.207 0.449 0.311 0.484 0.529 0.357 0.570 0.415 0.826 0.475 0.352 0.397

DFT (ωB97M-V/def2-TZVPD) results for a molecular structure, C41H40Cl2O4P3PtSTe.

The energy above the lowest of the compared OMol25 structures with the same formula, charge and spin comes out at 0.0000 eV. The calculation puts the LUMO energy at -2.9 eV. The total energy comes out at -4617.26134 a.u. As for the HOMO-LUMO gap: 6.44 eV.

Geometry as ORCA input:
```
! wB97M-V def2-TZVPD RIJCOSX def2/J DEFGRID3
* xyz 1 1
Pt 0.010 0.455 0.510
Te 0.674 2.864 -2.876
Cl -1.800 3.292 0.060
Cl -4.090 2.897 1.870
S -0.157 0.745 2.678
P 2.215 1.148 0.640
P -1.782 -0.985 0.711
P 0.044 0.635 -2.759
O 0.834 -0.242 -3.827
O -1.007 1.768 3.277
O -1.508 0.364 -3.070
O 0.246 -0.110 -1.423
C -3.485 -0.432 0.594
C -3.550 1.072 -4.106
C -2.679 -2.997 -1.015
C -0.711 -0.860 3.274
C 1.354 -2.248 -5.016
C 2.956 1.369 5.161
C -5.158 0.647 -0.750
C 2.563 0.996 2.424
C 3.497 0.144 -1.583
C -5.732 -0.234 1.416
C -0.330 -3.008 -0.459
C 4.523 4.361 -0.339
C -6.099 0.413 0.246
C 4.253 -2.228 -0.334
C -1.776 -3.268 4.115
C 1.673 1.196 4.674
C -3.849 0.234 -0.579
C 4.521 -2.031 -1.682
C 0.755 -1.684 -3.752
C 3.848 1.175 2.933
C 2.802 2.809 0.280
C 3.605 -1.242 0.395
C -1.598 -2.437 -0.343
C -0.991 -2.515 4.977
C -2.031 -2.816 2.831
C -2.077 0.828 -4.315
C 4.044 1.330 4.294
C -4.424 -0.660 1.594
C -2.492 -4.132 -1.794
C -0.455 -1.305 4.563
C -1.234 -4.708 -1.893
C 2.348 5.167 0.310
C -2.637 3.841 1.531
C 1.498 0.957 3.315
C 1.920 3.865 0.501
C 3.648 5.414 -0.114
C 4.105 3.054 -0.137
C 4.145 -0.847 -2.303
C -1.507 -1.601 2.400
C 3.236 -0.050 -0.227
C -0.153 -4.146 -1.223
H 1.305 -2.008 -2.866
H -1.566 1.745 -4.619
H 0.167 -0.740 5.239
H 3.978 6.431 -0.276
H -5.444 1.165 -1.656
H -4.051 0.166 -3.762
H -4.144 -1.158 2.513
H -1.094 -5.596 -2.495
H 0.893 3.665 0.784
H 0.521 -2.550 0.035
H -2.627 -3.412 2.151
H -1.959 3.723 2.366
H -0.290 -1.983 -3.632
H -3.700 1.865 -3.371
H 3.185 1.058 -2.079
H 0.817 1.284 5.330
H 3.392 -1.401 1.446
H -7.119 0.749 0.113
H 2.392 -1.933 -5.122
H -3.332 -4.567 -2.318
H -2.929 4.872 1.373
H 4.788 2.235 -0.324
H 5.027 -2.802 -2.249
H 5.045 1.467 4.681
H -0.782 -2.875 5.975
H 3.109 1.551 6.216
H -2.184 -4.215 4.444
H -1.898 0.061 -5.072
H 5.532 4.557 -0.677
H -3.109 0.424 -1.347
H 4.551 -3.148 0.152
H 0.802 -1.910 -5.892
H 0.831 -4.590 -1.309
H 4.690 1.229 2.253
H 4.348 -0.694 -3.355
H -4.011 1.383 -5.044
H -6.463 -0.406 2.195
H -3.661 -2.548 -0.940
H 1.324 -3.338 -4.985
H 1.662 5.988 0.471
*
```

Atomic charges from the Mulliken analysis, expressed in e, are listed below: 2.502 -0.222 -0.002 -0.102 1.074 -0.230 0.371 -0.179 -0.256 -0.855 0.221 0.552 0.726 -1.094 -0.467 0.308 -1.663 -0.883 -0.498 -0.358 -0.436 -0.730 -0.586 -0.736 -0.851 -0.869 -0.820 -0.673 -0.175 -0.679 0.667 -0.264 1.149 -0.759 0.916 -0.958 -0.155 -0.455 -0.837 -0.821 -0.672 -0.491 -0.657 -0.618 -0.413 0.150 -0.384 -0.649 -0.299 -0.880 -0.317 0.795 -0.469 -0.113 0.465 0.381 0.409 0.406 0.231 0.386 0.421 0.088 0.180 0.576 0.125 0.215 0.195 0.401 0.647 0.427 0.368 0.301 0.457 0.504 0.373 0.428 0.464 0.463 0.440 0.448 0.181 0.447 0.196 0.472 0.374 0.475 0.490 0.521 0.485 0.415 0.423 0.407 0.457

DFT (ωB97M-V/def2-TZVPD) results for a molecular structure, C2H3ClI2O2S.

The energy above the lowest of the compared OMol25 structures with the same formula, charge and spin comes out at 1.2797 eV. The calculation puts the LUMO energy (spin up / spin down) at -2.3 / -2.1 eV. The total energy comes out at -1682.15014 a.u. As for the HOMO-LUMO gap (spin up / spin down): 7.15 / 6.74 eV.

Geometry as ORCA input:
```
! wB97M-V def2-TZVPD RIJCOSX def2/J DEFGRID3
* xyz 0 1
I 3.405 -2.394 -0.630
I 0.613 -1.742 -1.122
Cl 0.870 1.288 -2.407
S -0.466 1.188 -0.884
O -1.734 0.888 -1.467
O -0.329 2.371 -0.106
C 0.086 -0.206 0.023
C -0.501 -0.336 1.382
H -1.506 0.088 1.396
H 0.101 0.229 2.101
H -0.539 -1.374 1.713
*
```

Atomic charges from the Mulliken analysis, expressed in e, are listed below: -0.181 0.404 -0.174 0.907 -0.471 -0.511 0.096 -1.044 0.320 0.278 0.375